Here is C13H28AsN7PdS2 as an isolated structure in a non-equilibrium geometry from OMol25. Energies are from ωB97M-V/def2-TZVPD.

Element x y z (Å)
1 Pd 0.22 0.02 1.13
2 N -0.41 -1.77 0.06
3 N 0.34 -2.07 -1.09
4 C 1.27 -1.21 -1.51
5 N 1.95 -1.46 -2.60
6 S 1.71 0.21 -0.56
7 H -0.32 -2.55 0.72
8 H -1.39 -1.71 -0.21
9 H 0.10 -2.92 -1.59
10 H 1.80 -2.29 -3.17
11 H 2.66 -0.82 -2.92
12 C 3.59 6.13 2.20
13 C 3.56 4.72 1.73
14 C 4.57 4.09 1.02
15 C 4.41 2.76 0.65
16 N 3.27 2.08 0.94
17 C 2.34 2.69 1.60
18 S 0.86 1.89 2.20
19 N 2.46 3.98 2.00
20 C 5.48 2.02 -0.07
21 H 4.61 6.52 2.19
22 H 3.19 6.22 3.21
23 H 2.98 6.75 1.53
24 H 5.47 4.64 0.77
25 H 1.72 4.40 2.56
26 H 6.47 2.31 0.30
27 H 5.46 2.30 -1.13
28 H 5.35 0.95 0.03
29 C -1.87 2.77 -0.08
30 As -1.91 1.23 1.05
31 C -2.39 1.74 2.83
32 C -3.31 0.06 0.43
33 H -2.89 3.15 -0.06
34 H -1.59 2.52 -1.10
35 H -1.18 3.51 0.34
36 H -3.30 2.35 2.71
37 H -1.61 2.32 3.30
38 H -2.62 0.85 3.42
39 H -4.21 0.64 0.61
40 H -3.36 -0.86 1.02
41 H -3.23 -0.15 -0.64
42 C -0.05 -1.35 6.34
43 N -0.51 -2.02 5.09
44 C -1.20 -3.33 5.19
45 C -0.31 -1.47 3.96
46 N -0.04 -0.96 2.94
47 H 0.58 -2.05 6.88
48 H -0.93 -1.11 6.93
49 H 0.51 -0.45 6.09
50 H -1.36 -3.53 6.25
51 H -0.56 -4.11 4.77
52 H -2.15 -3.29 4.68

Its maximum force is 1.4 eV/Å. The LUMO energy (spin up / spin down) comes out at -15.1 / -15.1 eV. For the HOMO energy (spin up / spin down), the calculation gives -20.675 / -20.675 eV. As for the energy above the lowest of the compared OMol25 structures with the same formula, charge and spin: 53.0 kJ/mol. The value obtained for the electronic energy is -110313.84871 eV. As for the total charge: +4. As for the spin multiplicity: 1.